Record 1
C18H17O | ωB97M-V/def2-TZVPD

```
36
Properties=species:S:1:pos:R:3:forces:R:3:mulliken_charge:R:1
O -0.12026 -1.51344 -2.47730 0.673 -0.867 -1.662 -0.2426
C -3.68736 -0.55238 -2.11400 -0.156 0.264 0.411 -0.6474
C 0.59767 1.39408 0.89309 0.442 0.032 0.177 -0.3537
C 1.79262 -1.49438 -1.22701 -1.637 0.489 -0.206 -0.2714
C 0.48733 -0.70128 -1.37657 2.287 -0.683 -1.714 0.0608
C -2.14946 1.26416 -0.66482 0.318 0.423 -0.729 -0.2094
C 0.68558 -2.49388 -2.90095 -0.902 3.551 1.936 0.0419
C 2.98425 1.70824 3.80453 0.606 0.258 0.150 -1.4844
C 1.46266 1.96693 1.82969 -0.470 -0.618 0.122 -1.2796
C 1.84998 -2.52319 -2.11558 0.553 -0.066 0.333 -0.7253
C -2.71927 -0.99239 -1.22928 0.485 -0.079 -0.211 -0.2091
C -3.06436 1.74218 -1.62424 -0.078 -0.604 0.740 -0.7417
C 0.23981 0.04366 0.99356 -0.027 -0.465 -1.160 0.3528
C 1.57482 -0.18169 2.99679 -0.499 0.529 -0.208 -0.8572
C -0.43461 -0.68409 -0.21613 -1.646 0.106 2.451 0.1188
C 1.96357 1.15144 2.85601 0.477 0.623 0.281 1.1072
C 0.66144 -0.70704 2.08855 0.472 -0.072 0.162 -0.2785
C -1.82751 -0.10398 -0.63552 0.489 -0.221 0.021 -0.2820
C -3.80305 0.81183 -2.36473 -0.002 0.375 0.092 -0.4720
H 3.15173 2.77844 3.65433 -0.114 -0.145 -0.006 0.3448
H -3.21616 2.82672 -1.73904 -0.021 -0.699 0.088 0.3940
H 0.44858 -3.02198 -3.81075 -0.504 -0.251 0.110 0.4840
H 3.94766 1.21625 3.63881 -0.021 0.029 -0.065 0.3121
H -4.34587 -1.27867 -2.56932 -0.063 0.125 -0.142 0.4044
H 0.66789 0.37398 -1.66925 -0.080 -1.177 -0.622 0.3835
H 2.48220 -1.25663 -0.45327 0.617 0.142 0.358 0.5786
H 1.72074 3.03495 1.76284 -0.040 -0.675 0.090 0.2962
H 2.77050 1.55354 4.86348 -0.315 -0.058 -0.110 0.3692
H -4.51987 1.17266 -3.08646 -0.053 -0.030 -0.120 0.4070
H 0.21909 2.02125 0.09246 0.258 -0.204 -0.027 0.4007
H 0.30318 -1.71434 2.24054 0.009 -0.215 -0.224 0.4468
H -1.67443 1.99238 -0.00263 -0.006 -0.376 -0.442 0.6005
H 2.63847 -3.25176 -2.22020 0.041 0.059 0.004 0.4406
H -0.47395 -1.77764 -0.04234 -0.789 0.479 0.799 0.6854
H -2.58826 -2.04675 -1.01372 -0.008 -0.087 -0.290 0.4063
H 1.97465 -0.75718 3.83842 -0.297 0.108 -0.386 0.4188
```
Forces are in eV/Å.

Spin multiplicity ... 1
Relative energy (zero: lowest compared OMol25 entry of this formula, charge and spin) ... 0.0 kJ/mol
Calculated total energy ... -20980.58771 eV
Net charge ... +1
Lowest unoccupied orbital energy ... -5.9 eV

***

Record 2
C18H18Br9F5O15 | ωB97M-V/def2-TZVPD

```
65
Properties=species:S:1:pos:R:3:forces:R:3:mulliken_charge:R:1
Br 2.68288 -3.66244 -6.27186 -0.096 0.060 -0.402 -0.0212
Br -3.94891 -2.22011 2.06980 0.158 -1.522 0.290 0.0022
Br 1.51262 -0.79888 -5.66488 -0.810 -1.251 -0.326 0.0041
Br 2.16382 -6.03054 6.84114 0.576 -0.316 -1.210 -0.0129
Br 3.62761 -5.73500 3.81604 -0.865 -0.985 1.169 0.0072
Br -4.38904 -4.95016 0.37388 0.459 0.396 0.965 -0.0174
Br 4.18388 -8.33059 5.75692 -1.041 0.958 -0.583 -0.0239
Br 0.67389 -2.14859 -8.49700 0.497 -0.496 1.566 -0.0353
Br -2.23037 -4.99730 2.86374 -1.179 0.749 -0.491 -0.0084
F -4.01522 0.01335 -5.60004 1.064 -1.163 -0.646 -0.2715
F 8.44844 0.15215 -0.82935 0.738 -0.435 0.944 -0.2838
F -3.02291 5.36748 -0.10285 1.590 -1.203 0.865 -0.2581
F 2.13946 -1.92635 0.61444 1.892 -0.273 0.840 -0.2593
F 1.66464 0.19768 5.74197 0.065 -0.650 -3.086 -0.2752
O -0.55677 -1.35586 -1.39387 -0.908 -1.330 1.343 -0.2897
O 2.21587 -0.34913 7.74755 -2.180 -1.406 -0.340 -0.2704
O 2.45064 1.56753 8.69015 -0.122 3.060 0.613 -0.3274
O 3.20860 -0.17484 9.74407 -0.606 -0.992 0.844 -0.5166
O -0.86867 0.79209 -1.24530 1.511 -0.820 2.506 -0.5788
O -4.50311 0.11038 -9.81865 0.402 3.915 4.828 -0.5658
O -5.69865 0.83871 -8.04387 -1.563 -0.367 -2.091 -0.2844
O -6.06721 3.49364 -2.02151 1.808 0.847 1.109 -0.5327
O 7.59890 0.88220 1.19463 2.387 0.185 1.506 -0.2844
O 6.36402 2.11185 -0.17630 0.510 -1.552 -0.262 -0.2826
O -5.90697 4.45505 0.03196 0.380 -3.368 -0.720 -0.3336
O -3.53282 0.94135 -7.80388 1.039 -0.961 -0.456 -0.2975
O 7.56563 3.16257 1.34615 -0.087 -2.488 -0.630 -0.5617
O 0.82005 -0.30607 -0.11113 1.483 2.566 2.873 -0.2933
O -4.63139 5.17514 -1.61107 2.317 1.724 -1.034 -0.2702
C 2.27614 1.84797 7.33634 -2.437 0.359 -1.364 -0.3903
C 7.23893 2.11787 0.80819 0.425 4.935 2.236 0.6746
C -5.46722 4.24911 -1.29119 -4.674 -1.717 0.277 0.6397
C 2.82886 -6.96004 5.18828 0.753 0.261 1.044 -0.3527
C -5.32713 5.57571 0.49820 0.883 3.590 0.015 -0.4031
C 1.47581 0.58900 6.95941 1.909 0.837 0.987 0.2416
C 2.57621 0.27384 8.84877 2.885 -0.562 0.700 0.6743
C -3.93192 -4.21518 2.17318 0.215 -0.039 -0.939 -0.3398
C -4.01350 1.03121 -6.47195 -2.742 3.328 -1.044 0.2639
C 6.24531 0.72353 -0.47398 -1.536 -1.246 -1.759 -0.4578
C 7.48910 0.02276 0.14526 -3.117 1.121 -1.892 0.3096
C -0.27375 -0.16897 -0.78618 -2.771 1.544 -5.578 0.7068
C 1.12758 -2.54798 -6.54681 0.582 0.684 -1.165 -0.3318
C 0.37959 -2.28162 -0.87967 1.160 -1.338 -1.174 -0.4936
C 0.90393 -1.61425 0.36565 -2.322 -0.932 -1.749 0.3090
C -5.48970 1.37767 -6.82376 1.017 0.874 2.984 -0.4304
C -4.18761 5.87370 -0.45580 -1.457 0.808 -0.621 0.2343
C -4.56775 0.72407 -8.69959 0.808 -5.445 -3.607 0.6703
H 5.30328 0.38383 -0.04354 0.057 -0.256 0.103 0.2636
H -3.59607 1.92272 -6.00390 0.750 -0.490 0.059 0.3203
H 6.17709 0.65536 -1.55970 0.155 -0.312 0.093 0.2857
H -4.75385 -4.58690 2.78503 0.404 0.443 0.151 0.3640
H 0.40250 0.68218 7.12510 -0.011 -0.386 0.672 0.2946
H -4.85549 5.76694 1.46210 -0.541 -1.469 0.730 0.3401
H 0.20769 -1.79221 1.18521 0.422 0.250 0.634 0.2993
H 3.16916 2.04382 6.74284 0.355 -0.624 0.303 0.2918
H 7.33868 -0.99043 0.51799 0.453 0.047 -0.339 0.3362
H 0.12157 -3.33428 -0.76375 -1.058 0.311 0.144 0.3467
H -3.97685 6.93576 -0.58107 -0.599 0.010 -0.788 0.2729
H 0.32354 -3.20346 -6.21221 -0.195 1.013 0.360 0.3817
H 1.16436 -2.30784 -1.63568 0.565 0.000 0.164 0.2563
H -6.08963 0.92034 -6.03697 -0.480 0.236 -0.377 0.3048
H 1.61227 2.68960 7.13880 0.143 0.357 0.663 0.2765
H -6.11395 6.32207 0.38881 0.299 0.768 0.138 0.3104
H 1.92261 -7.46211 4.84955 0.566 0.091 -0.430 0.3835
H -5.58871 2.46089 -6.89386 -0.282 0.065 0.384 0.2898
```
Forces are in eV/Å.

Spin multiplicity ... 1
Relative energy (zero: lowest compared OMol25 entry of this formula, charge and spin) ... 270.3 kJ/mol
Calculated total energy ... -693634.40541 eV
Net charge ... 0
Lowest unoccupied orbital energy ... -0.9 eV

***

Record 3
C18H18Cl2N4O6PdS | ωB97M-V/def2-TZVPD

```
50
Properties=species:S:1:pos:R:3:forces:R:3:mulliken_charge:R:1
Pd 0.28794 0.31137 0.46463 0.456 0.597 0.320 0.3356
Cl -3.03607 3.30376 0.39963 0.027 0.005 0.011 -0.1632
Cl -1.89146 1.01781 1.86016 -0.137 -0.046 -0.065 -0.1304
S -0.62816 -0.63605 -1.52157 -0.077 -0.272 -0.194 -0.2991
O 0.71309 -1.33072 1.72853 -0.067 -0.415 0.173 -0.7410
O 6.02599 -2.58294 -0.15152 0.087 0.022 0.015 -0.6321
O -6.63664 -3.45110 -0.30475 0.019 0.029 -0.020 -0.5521
O 4.40450 -3.72053 0.88005 0.269 0.113 -0.267 -0.5493
O 2.11679 -3.07181 1.78747 -0.180 -0.031 0.005 -0.8319
O -5.47081 -4.64387 1.14511 0.051 0.105 -0.090 -0.4663
N 4.58178 -0.28292 -0.23545 -0.103 -0.017 0.007 -0.0345
N 0.63166 4.42020 -0.74614 -0.038 0.025 -0.062 0.0694
N 2.57725 0.24015 0.45553 -0.147 -0.445 -0.401 -0.4915
N 0.21005 2.30139 -0.46013 0.099 0.135 -0.086 1.4420
C 3.65166 0.68964 -0.16521 0.130 0.039 0.040 0.0246
C 0.10927 2.59237 -1.80494 -0.109 0.018 0.018 -0.6120
C 0.52950 3.42021 0.15468 -0.013 0.100 0.052 -0.0346
C -4.28785 -2.30151 -1.40058 0.047 0.011 0.055 -0.7196
C -3.18611 -2.92435 0.63589 0.118 0.032 0.056 -1.0812
C 0.36108 3.91029 -1.99896 0.028 0.005 0.096 -0.8713
C -2.89768 1.54755 0.48123 -0.036 -0.099 0.000 0.1527
C 1.81690 -1.91467 1.47704 -0.160 0.181 0.001 0.8513
C -5.57110 -3.68360 0.19308 -0.046 -0.098 0.099 0.6448
C -2.02806 -1.55695 -0.97135 0.057 0.117 -0.040 0.3670
C -4.31207 -2.96962 -0.17738 -0.077 0.010 -0.085 0.8233
C 3.86741 2.06588 -0.68323 -0.124 0.063 -0.047 -0.8575
C -2.04800 -2.23188 0.24762 0.008 -0.161 0.035 -0.2994
C -3.16201 -1.60434 -1.79092 -0.049 0.060 -0.004 -0.5848
C 2.82534 -1.08613 0.75701 0.039 0.121 0.220 0.5502
C 4.92424 -2.64299 0.34391 -0.131 -0.176 0.026 0.5049
C 0.74947 3.60955 1.61161 0.045 -0.088 0.060 -1.4059
C 4.07486 -1.42068 0.34137 0.257 0.066 -0.158 0.2131
H 0.37813 4.51710 -2.88469 -0.010 0.016 -0.028 0.4288
H 4.55841 2.62079 -0.04711 0.004 -0.014 0.019 0.3107
H -3.15354 -1.07830 -2.73709 0.016 0.003 -0.005 0.4157
H 2.91628 2.59466 -0.71174 0.026 -0.030 -0.001 -0.0907
H -5.16774 -2.33015 -2.02850 -0.016 -0.013 0.004 0.4355
H 0.83185 5.37993 -0.52235 0.007 -0.012 -0.020 0.1942
H -2.41862 1.17766 -0.42180 -0.044 0.042 0.018 -0.1706
H 5.50673 -0.25070 -0.63986 -0.014 0.012 0.008 0.2339
H -3.88272 1.12179 0.63239 0.011 0.019 -0.046 0.3966
H -0.15943 1.83279 -2.51711 0.017 -0.008 -0.027 0.4366
H -0.19007 3.83035 2.11955 -0.009 -0.003 0.006 0.2904
H -4.54252 -4.78672 1.36302 -0.006 -0.049 0.036 0.3004
H -1.17055 -2.23545 0.88454 -0.076 0.059 -0.011 0.4530
H 1.16979 2.70314 2.04920 -0.042 0.007 -0.037 0.1893
H 3.46439 -3.53257 1.20198 -0.075 -0.039 0.306 0.4645
H 1.44872 4.42556 1.79175 -0.025 0.029 0.017 0.4501
H -3.16960 -3.40640 1.60768 -0.022 -0.010 -0.002 0.2413
H 4.27772 2.04305 -1.69230 0.016 -0.011 -0.009 0.3988
```
Forces are in eV/Å.

Spin multiplicity ... 3
Relative energy (zero: lowest compared OMol25 entry of this formula, charge and spin) ... 0.0 kJ/mol
Calculated total energy ... -76566.10157 eV
Net charge ... 0
Lowest unoccupied orbital energy (alpha / beta) ... -0.1 / -1.9 eV

***

Record 4
C18H18Cl9N3 | ωB97M-V/def2-TZVPD

```
48
Properties=species:S:1:pos:R:3:forces:R:3:mulliken_charge:R:1
Cl -6.44915 1.64381 -4.39319 0.216 -0.329 0.703 -0.1206
Cl -4.70194 0.01138 -2.63334 -1.274 0.996 0.176 -0.1143
Cl 4.28490 -0.12229 -7.62348 -0.262 -0.770 0.816 -0.1206
Cl 1.54996 0.85036 -2.02281 0.515 1.933 -0.766 -0.1160
Cl 1.25861 -0.14455 0.69893 0.075 -0.147 -0.494 -0.1293
Cl -5.75005 2.70742 -1.76826 0.316 -0.495 -0.178 -0.1126
Cl 6.50532 -0.69348 -5.91331 -0.105 -0.242 0.467 -0.1056
Cl 5.89964 -2.42046 -8.13811 -0.386 -0.161 0.730 -0.1242
Cl 2.71005 -1.64279 -1.36441 0.398 -0.471 0.176 -0.1185
N 0.74598 -6.77921 5.43094 -0.679 0.810 -0.576 -0.5502
N 4.48006 6.69380 -2.33950 0.784 1.046 -1.929 -0.5195
N -5.26204 0.23181 3.47386 -0.066 1.397 0.564 -0.5314
C -0.13226 -6.87806 6.44704 0.701 2.115 -0.985 -0.1543
C -6.54317 0.15671 3.08077 1.940 -0.551 -0.468 -0.1785
C 5.37524 7.76615 -4.36839 -1.512 0.622 1.746 -0.2547
C -4.31615 -0.64945 3.15746 -1.952 -1.405 -0.008 -0.2746
C -0.97785 -5.79242 6.83369 0.829 -0.145 -0.337 -0.2910
C 4.51632 7.78791 -3.23585 2.716 -2.308 0.445 -0.1927
C -6.07713 1.21294 -2.68251 0.221 0.427 -0.496 0.0568
C -4.66256 -1.80540 2.42229 -1.483 0.967 -0.482 -0.4121
C 1.41599 -0.52600 -1.03831 -1.141 -0.729 0.259 0.1032
C 5.18135 -1.45574 -6.78464 0.871 0.777 -1.732 0.0270
C -0.85284 -4.51211 6.22042 0.858 -2.546 0.132 -0.4166
C 6.30034 5.66926 -3.68328 -2.433 -0.278 1.887 -0.3743
C -6.01047 -1.86277 1.95178 0.620 -0.571 0.904 -0.2087
C 0.07629 -4.48851 5.16149 -1.260 1.510 0.984 -0.2490
C 6.18136 6.67725 -4.60296 1.655 -0.265 -0.037 -0.2600
C 0.75800 -5.58873 4.75930 -0.156 -1.487 0.659 -0.1276
C 5.35326 5.68149 -2.58326 -0.674 1.185 -2.333 -0.1530
C -6.94843 -0.91025 2.30676 0.000 0.798 0.007 -0.3042
H -0.06211 -7.79514 7.01312 -0.377 -0.090 0.059 0.3748
H 4.10038 8.74759 -2.96677 -0.736 -0.341 0.249 0.3537
H 5.48068 8.67105 -4.94842 -0.260 -0.093 -0.326 0.3250
H -7.97811 -0.89128 1.98150 -0.062 -0.559 -0.194 0.3670
H -1.39404 -3.63362 6.53944 -0.080 -0.094 0.034 0.4137
H -3.37462 -0.52832 3.67250 0.301 0.099 -0.343 0.3960
H 0.29623 -3.56643 4.64402 -0.253 0.160 -0.125 0.3441
H 6.88243 6.67873 -5.42447 -0.109 0.106 -0.335 0.3446
H -7.00800 0.85741 -2.24073 0.525 -0.610 -0.184 0.2862
H 5.12192 4.72146 -2.14599 0.342 0.145 0.942 0.3762
H -3.97366 -2.60358 2.18834 0.112 0.062 0.025 0.3814
H 6.91411 4.78429 -3.76397 0.224 0.174 -0.309 0.3554
H -7.20125 0.98370 3.30313 0.003 0.030 0.354 0.3752
H 0.48212 -0.93321 -1.42583 0.153 -0.586 0.820 0.2607
H 1.26158 -5.42553 3.81794 0.788 -0.847 0.085 0.3255
H -1.61119 -6.06025 7.66648 -0.374 0.624 0.064 0.3310
H -6.44035 -2.71990 1.45489 0.594 -0.265 -0.377 0.3937
H 4.59526 -2.10508 -6.13429 -0.122 0.401 -0.272 0.3226
```
Forces are in eV/Å.

Spin multiplicity ... 1
Relative energy (zero: lowest compared OMol25 entry of this formula, charge and spin) ... 216.9 kJ/mol
SMILES ... ClC(Cl)Cl.ClC(Cl)Cl.ClC(Cl)Cl.c1ccncc1.c1ccncc1.c1ccncc1
Calculated total energy ... -136126.90051 eV
Net charge ... 0
Lowest unoccupied orbital energy ... 0.2 eV

***

Record 5
C18H18ClFeN4 | ωB97M-V/def2-TZVPD

```
42
Properties=species:S:1:pos:R:3:forces:R:3:mulliken_charge:R:1
Fe -0.13661 -1.65131 0.24793 0.286 3.155 -0.554 0.6387
Cl -0.34791 -3.64421 0.81183 -0.158 -1.594 0.410 -0.4692
N 0.05349 -0.47401 2.25933 -0.016 -0.188 -0.567 0.0727
N 1.86079 -1.04321 -0.85637 -0.677 0.042 0.305 0.0818
N 0.02299 0.86619 -0.14507 -0.074 -0.582 -0.007 1.3058
N -2.06331 -0.80571 -0.89277 0.622 -0.138 0.316 -0.0420
C 4.02549 -0.44111 -2.48057 -0.199 -0.065 0.142 -0.3354
C 0.78619 1.43919 0.95573 0.093 -0.016 0.035 -1.1575
C -0.23091 -1.07641 3.41283 -0.036 -0.136 0.165 -0.1014
C -1.34001 1.37919 -0.15587 -0.083 0.029 0.040 -1.0146
C -0.16231 -0.43061 4.63303 0.055 0.109 -0.068 -0.7240
C 0.67379 0.99229 -1.44327 -0.011 0.021 -0.069 -1.0149
C -3.90481 -1.14861 -2.37087 0.033 0.019 0.096 -0.6653
C 1.87829 0.08889 -1.56477 0.151 0.146 -0.127 0.5256
C 0.20669 0.90499 4.65813 0.002 -0.154 -0.152 -0.3425
C -4.11481 0.21809 -2.45227 0.114 -0.134 0.083 -0.3839
C -2.87761 -1.61571 -1.56727 -0.116 -0.206 -0.082 -0.1455
C 0.41799 0.81089 2.27933 -0.032 0.141 0.077 0.5217
C -3.28281 1.06409 -1.73687 0.128 -0.167 0.068 -0.8462
C 2.92039 -1.84951 -0.90747 0.106 -0.196 -0.009 -0.2416
C 4.02439 -1.58551 -1.69857 -0.047 0.056 0.041 -0.6964
C -2.26001 0.51319 -0.97567 -0.103 0.204 -0.075 0.4344
C 2.93949 0.41569 -2.40257 -0.069 -0.142 0.135 -0.9166
C 0.49799 1.53829 3.46103 -0.042 -0.193 -0.103 -0.9476
H 2.91659 1.31949 -2.99057 -0.064 0.152 0.011 0.4370
H -0.51841 -2.11661 3.34563 -0.013 -0.064 -0.011 0.4399
H 0.26779 1.44199 5.59083 0.000 0.071 0.111 0.4356
H 0.78749 2.57859 3.44573 0.014 0.065 -0.069 0.4275
H -0.05241 0.67789 -2.19977 0.021 0.145 -0.033 0.4322
H 4.86619 -2.25581 -1.70157 0.071 -0.159 0.019 0.4138
H -3.42171 2.13409 -1.77087 0.049 0.082 0.011 0.4198
H -2.69591 -2.67571 -1.44087 0.007 -0.029 -0.077 0.4458
H -0.38961 -0.96771 5.53713 -0.061 -0.076 0.131 0.4164
H -4.91121 0.61369 -3.06327 -0.064 0.059 -0.050 0.4346
H -4.52691 -1.84121 -2.91417 -0.040 -0.090 -0.008 0.4087
H 0.96549 2.03039 -1.66197 -0.059 -0.094 -0.026 0.3424
H 4.85939 -0.21821 -3.12987 0.040 0.035 -0.015 0.4355
H -1.70001 1.35419 0.87713 -0.013 0.115 -0.020 0.4359
H 2.85989 -2.73131 -0.28337 0.073 -0.097 -0.059 0.4387
H 1.84699 1.24099 0.78063 -0.009 0.086 -0.043 0.4492
H -1.38301 2.42199 -0.50837 -0.015 -0.124 0.072 0.3273
H 0.64249 2.52809 1.01863 0.134 -0.088 -0.048 0.3237
```
Forces are in eV/Å.

Spin multiplicity ... 5
Calculated total energy ... -71825.70545 eV
Net charge ... +1
Lowest unoccupied orbital energy (alpha / beta) ... -2.5 / -2.7 eV